Model A:
Density functional theory data (the ωB97M-V functional and the def2-TZVPD basis) for C6H7N3O in the gas phase.

Positions of all 17 atoms, in Å:
C -1.04 -2.64 0.04
C -0.97 -1.59 0.90
C 0.99 1.78 -0.74
C 1.56 1.01 0.15
C -0.48 1.85 -0.78
C 0.59 0.29 1.03
N 0.06 -2.70 -0.69
N 0.87 -1.79 -0.39
N 0.20 -0.97 0.54
O -0.94 1.33 0.41
H -1.98 -3.21 -0.16
H -1.85 -1.19 1.45
H 1.46 2.25 -1.55
H 2.64 1.00 0.28
H -0.80 2.91 -0.77
H -0.82 1.27 -1.78
H 0.51 0.39 2.07

Calculated values
Multiplicity ... 1
Kohn-Sham gap ... 9.431 eV
Total charge ... 0
HOMO energy ... -9.5 eV

Here are the Mulliken charges for atoms 1 to 2, given in e:
1. C -0.1962
2. C -0.1588

---

Model B:
Density functional theory data (the ωB97M-V functional and the def2-TZVPD basis) for C6H7N3O in the gas phase.

Positions of all 17 atoms, in Å:
C 2.29 1.32 0.25
C 2.22 -0.07 -0.03
O 3.19 -0.80 -0.19
N 1.02 -0.75 -0.01
C -0.36 -0.29 -0.05
N -0.63 0.92 -0.16
C -1.88 1.28 -0.16
C -2.88 0.34 -0.02
C -2.42 -0.94 0.10
N -1.23 -1.33 0.10
H 3.26 1.74 0.43
H 1.72 1.88 -0.67
H 1.83 1.67 1.33
H 1.01 -1.97 -0.03
H -2.23 2.50 -0.21
H -4.06 0.57 0.06
H -2.97 -1.70 0.52

Calculated values
Multiplicity ... 1
SMILES ... CC(=O)Nc1ncccn1
Kohn-Sham gap ... 9.902 eV
Total charge ... 0
HOMO energy ... -9.3 eV

Here are the Mulliken charges for atoms 1 to 2, given in e:
1. C -0.8340
2. C 0.6086

---

Model C:
Density functional theory data (the ωB97M-V functional and the def2-TZVPD basis) for a 2-piece molecular cluster, C6H7N3O overall.

Positions of all 17 atoms, in Å:
C -2.37 1.56 -0.30
C -1.47 0.38 -0.17
N -2.04 -0.84 -0.21
C -1.24 -1.90 -0.19
C 0.15 -1.79 -0.21
C 0.65 -0.50 -0.10
C 2.08 -0.24 -0.27
N 3.04 0.11 -0.88
N -0.15 0.57 -0.05
H -3.14 1.53 0.48
H -1.81 2.50 -0.22
H -2.88 1.53 -1.27
H -1.72 -2.88 -0.27
H 0.80 -2.66 -0.34
O 3.49 0.65 1.62
H 2.70 1.19 1.80
H 3.91 0.78 0.58

Calculated values
Multiplicity ... 1
SMILES ... Cc1nccc(C#N)n1.O
Kohn-Sham gap ... 9.628 eV
Total charge ... 0
HOMO energy ... -10.2 eV

Here are the Mulliken charges for atoms 1 to 2, given in e:
1. C -0.9447
2. C 0.5511

---

The least stable of them is model A.

---

Model A:
Density functional theory data (the ωB97M-V functional and the def2-TZVPD basis) for C6H14NO in the gas phase.

Positions of all 22 atoms, in Å:
C 0.45 0.78 0.84
N 0.90 -0.05 1.97
C 0.97 0.66 3.36
O 0.00 0.20 4.10
C 0.65 -0.01 -0.46
C -0.60 -0.48 -1.12
C -0.21 -1.55 -2.21
C -1.43 0.50 -1.85
H 1.08 1.67 0.82
H -0.63 1.08 0.90
H 0.28 -0.81 1.99
H 1.88 0.44 3.84
H 0.88 1.67 3.31
H 1.37 0.59 -1.03
H 1.25 -0.95 -0.16
H -1.37 -0.95 -0.42
H -1.02 -1.87 -2.76
H 0.45 -1.01 -2.97
H 0.21 -2.49 -1.78
H -2.50 0.38 -1.89
H -1.34 0.61 -2.97
H -1.28 1.60 -1.51

Calculated values
Multiplicity ... 2
Kohn-Sham gap (spin up / spin down) ... 10.035 / 7.257 eV
Total charge ... 0
HOMO energy (spin up / spin down) ... -8.9 / -8.8 eV

Here are the Mulliken charges for atoms 1 to 2, given in e:
1. C -0.5844
2. N -0.3707

---

Model B:
Density functional theory data (the ωB97M-V functional and the def2-TZVPD basis) for C6H14NO in the gas phase.

Positions of all 22 atoms, in Å:
C -1.95 -0.07 -0.35
C -0.52 0.39 0.00
C 0.09 -0.67 0.97
C 0.62 -1.93 0.28
C 1.01 0.04 1.97
N 0.27 0.46 -1.23
C 0.60 1.76 -1.81
O 0.13 2.03 -3.02
H -2.33 0.63 -1.11
H -2.67 -0.13 0.46
H -1.93 -1.02 -0.85
H -0.58 1.36 0.52
H -0.79 -0.93 1.56
H 1.32 -1.64 -0.49
H 1.24 -2.40 1.02
H -0.19 -2.54 -0.09
H 0.45 0.33 2.83
H 1.58 0.90 1.61
H 1.80 -0.59 2.37
H -0.02 -0.27 -1.85
H 0.16 2.47 -1.08
H 1.69 1.82 -1.72

Calculated values
Multiplicity ... 2
Kohn-Sham gap (spin up / spin down) ... 9.808 / 7.200 eV
Total charge ... 0
HOMO energy (spin up / spin down) ... -8.8 / -8.8 eV

Here are the Mulliken charges for atoms 1 to 2, given in e:
1. C -1.6378
2. C -0.1464

---

The least stable of them is model A.

---

Model A:
Density functional theory data (the ωB97M-V functional and the def2-TZVPD basis) for CH3BrClN in the gas phase.

Positions of all 7 atoms, in Å:
N -0.97 -0.38 0.01
C 0.13 0.38 -0.26
Cl 2.04 -0.73 0.04
Br 0.22 1.77 1.08
H -0.82 -0.55 1.06
H -0.92 -1.20 -0.62
H 0.31 0.71 -1.30

Calculated values
Multiplicity ... 1
SMILES ... N[C@H](Cl)Br
Kohn-Sham gap ... 9.994 eV
Total charge ... 0
HOMO energy ... -10.2 eV

Here are the Mulliken charges for atoms 1 to 2, given in e:
1. N -0.4584
2. C -0.1719

---

Model B:
Density functional theory data (the ωB97M-V functional and the def2-TZVPD basis) for a 2-piece molecular cluster, CH3BrClN overall.

Positions of all 7 atoms, in Å:
H -1.58 -1.56 -0.38
N -0.79 -1.59 0.25
C -0.32 -0.49 0.58
Br -0.92 1.38 0.12
H 0.46 -0.42 1.42
Cl 2.17 1.25 -0.78
H 0.98 1.43 -1.21

Calculated values
Multiplicity ... 1
SMILES ... [H]/N=C\Br.Cl
Kohn-Sham gap ... 11.153 eV
Total charge ... 0
HOMO energy ... -10.7 eV

Here are the Mulliken charges for atoms 1 to 2, given in e:
1. H 0.2898
2. N -0.4507

---

The least stable of them is model A.

---

Model A:
Density functional theory data (the ωB97M-V functional and the def2-TZVPD basis) for C3H3ClO2S in the gas phase.

Positions of all 10 atoms, in Å:
O 1.79 2.51 1.00
S 1.29 1.67 -0.07
O 0.83 2.43 -1.25
C -0.36 0.39 0.20
C -0.79 -0.75 -0.66
C -0.20 -0.98 0.69
Cl -1.15 -1.79 1.92
H -1.89 -0.74 -0.92
H -0.22 -1.19 -1.50
H 0.71 -1.54 0.60

Calculated values
Multiplicity ... 1
SMILES ... O=S(=O)=C1C[C@@H]1Cl
Kohn-Sham gap (spin up / spin down) ... 7.344 / 7.479 eV
Total charge ... 0
HOMO energy (spin up / spin down) ... -9.9 / -10.2 eV

Here are the Mulliken charges for atoms 1 to 2, given in e:
1. O -0.4454
2. S 0.7546

---

Model B:
Density functional theory data (the ωB97M-V functional and the def2-TZVPD basis) for C3H3ClO2S in the gas phase.

Positions of all 10 atoms, in Å:
C 0.33 0.81 1.12
C 0.97 0.03 0.27
C 1.49 -0.66 -0.68
O -2.78 0.82 -0.68
O -1.04 0.97 0.99
S -1.49 0.35 -0.47
Cl -1.83 -1.62 0.08
H 0.77 1.33 1.83
H 1.78 -1.77 -0.73
H 1.78 -0.28 -1.73

Calculated values
Multiplicity ... 1
Kohn-Sham gap ... 10.090 eV
Total charge ... 0
HOMO energy ... -9.8 eV

Here are the Mulliken charges for atoms 1 to 2, given in e:
1. C -0.1197
2. C 0.0496

---

The least stable of them is model A.

---

Model A:
Density functional theory data (the ωB97M-V functional and the def2-TZVPD basis) for an isolated ion of composition C3H8ClN2O and charge +1.

Positions of all 15 atoms, in Å:
C 0.38 -0.85 -1.16
C -0.06 -0.07 0.19
N 0.11 -0.84 1.31
N 0.81 1.17 0.13
C -1.53 0.49 -0.04
O -1.64 1.72 -0.01
Cl -2.68 -0.68 -0.21
H 1.40 -1.16 -1.07
H -0.39 -1.67 -1.27
H 0.41 0.00 -1.97
H 0.77 -1.62 1.42
H -0.25 -0.51 2.17
H 1.29 0.98 -0.72
H 1.35 1.18 1.04
H 0.03 1.85 0.20

Calculated values
Multiplicity ... 1
SMILES ... C[C@@](N)([NH3+])C(=O)Cl
Kohn-Sham gap ... 10.838 eV
Total charge ... +1
HOMO energy ... -14.9 eV

Here are the Mulliken charges for atoms 1 to 2, given in e:
1. C -1.3357
2. C 0.1205

---

Model B:
Density functional theory data (the ωB97M-V functional and the def2-TZVPD basis) for an isolated ion of composition C3H8ClN2O and charge +1.

Positions of all 15 atoms, in Å:
C -0.85 -2.05 -0.44
O 0.42 -1.55 -0.16
N 0.73 -0.17 -0.19
C 0.74 0.46 1.11
C 0.85 0.46 -1.55
N 0.83 1.79 -1.68
Cl 1.24 -0.51 -2.81
H -0.86 -2.44 -1.49
H -1.50 -1.11 -0.42
H -1.14 -2.73 0.45
H 1.61 1.02 1.29
H -0.15 1.25 1.30
H 0.62 -0.43 1.81
H 0.48 2.43 -0.94
H 1.00 2.29 -2.47

Calculated values
Multiplicity ... 1
SMILES ... CON(C)C(=[NH2+])Cl
Kohn-Sham gap ... 9.663 eV
Total charge ... +1
HOMO energy ... -14.3 eV

Here are the Mulliken charges for atoms 1 to 2, given in e:
1. C -0.5328
2. O -0.3342

---

The least stable of them is model B.